The following is a quantum chemistry calculation of a single C3H9NS molecule, from the OMol25 dataset.

Atoms and positions in Å:
C 1.624 -0.647 0.257
N 0.927 -0.453 -1.004
C -0.625 -0.027 -1.045
C -1.159 0.815 0.127
S -1.957 -0.322 1.286
H 2.581 -1.039 -0.003
H 1.209 -1.424 0.835
H 1.851 0.309 0.773
H 1.460 0.182 -1.492
H -0.646 0.448 -1.999
H -1.127 -0.882 -1.137
H -0.331 1.144 0.747
H -1.764 1.762 0.117
H -2.043 0.133 2.539

Results
- net charge = 0
- multiplicity = 1
- energy (eV) = -15580.384
- F_max (eV/Å) = 5.4
- E_LUMO (eV) = 0.885
- HOMO level (eV) = -8.79

These are the Mulliken partial charges, in e, on atoms 1 to 4: number 1, C, carries -0.94; number 2, N, carries -0.35; number 3, C, carries -0.89; number 4, C, carries -0.18

The following is a quantum chemistry calculation of a single C5H7NO molecule, from the OMol25 dataset.

Atoms and positions in Å:
C 1.831 -0.413 0.006
C 0.367 -0.516 -0.060
C -0.416 -1.633 -0.115
O -1.701 -1.380 -0.051
C -1.835 0.012 0.018
C -0.588 0.557 -0.064
N -0.432 1.993 -0.160
H 2.269 0.116 -0.877
H 2.051 0.063 0.941
H 2.216 -1.445 -0.016
H -0.070 -2.686 -0.094
H -2.814 0.559 0.220
H 0.453 2.297 0.237
H -1.331 2.475 0.016

Results
- net charge = 0
- multiplicity = 1
- energy (eV) = -8834.822
- F_max (eV/Å) = 2.5
- E_LUMO (eV) = 0.969
- HOMO level (eV) = -7.96

These are the Mulliken partial charges, in e, on atoms 1 to 4: number 1, C, carries -1.16; number 2, C, carries 0.44; number 3, C, carries -0.54; number 4, O, carries -0.34

The following is a quantum chemistry calculation of a single C2H2N2O2S2 molecule, from the OMol25 dataset.

Atoms and positions in Å:
N 0.182 -0.150 -0.248
N 0.191 -1.123 0.724
C 1.286 -2.414 0.470
O 1.735 -2.393 -0.602
S 1.174 -3.579 1.756
S -0.145 -2.499 2.982
C -0.508 -1.069 1.839
O -1.415 -0.326 2.279
H 0.877 0.518 -0.127
H -0.217 -0.455 -1.167

Results
- net charge = 0
- multiplicity = 1
- energy (eV) = -30850.615
- F_max (eV/Å) = 4.4
- E_LUMO (eV) = -0.128
- HOMO level (eV) = -9.46

These are the Mulliken partial charges, in e, on atoms 1 to 4: number 1, N, carries -0.62; number 2, N, carries 0.03; number 3, C, carries 0.52; number 4, O, carries -0.38

The following is a quantum chemistry calculation of 2 unconnected molecules or ions with the total composition C2H8NO, from the OMol25 dataset.

Atoms and positions in Å:
C 0.328 -0.813 -0.296
O -0.690 -0.165 -0.889
C -0.097 -1.681 0.910
H 1.120 -0.126 0.112
H 0.888 -1.499 -0.986
H 0.786 -2.102 1.414
H -0.763 -2.489 0.612
H -0.613 -1.040 1.619
N -0.226 2.515 -0.363
H -0.946 3.108 -0.752
H 0.653 2.779 -0.788
H -0.441 1.513 -0.594

Results
- net charge = -1
- multiplicity = 1
- energy (eV) = -5741.168
- F_max (eV/Å) = 0.4
- E_LUMO (eV) = 4.866
- HOMO level (eV) = -2.59

These are the Mulliken partial charges, in e, on atoms 1 to 4: number 1, C, carries -0.23; number 2, O, carries -0.94; number 3, C, carries -1.06; number 4, H, carries 0.17

The following is a quantum chemistry calculation of a molecular structure, C10H18Cl2N2Sc, from the OMol25 dataset.

Atoms and positions in Å:
Sc 0.811 -0.293 0.139
Cl 1.049 -2.603 0.202
Cl 2.198 1.240 1.271
C 2.122 -0.127 -1.511
H 2.828 0.703 -1.494
H 2.523 -1.068 -1.889
C -0.393 0.607 -1.519
C 0.813 0.309 -2.273
H -0.252 1.418 -0.762
C 0.605 -0.661 -3.483
H 1.132 1.276 -2.716
C -0.572 -0.216 -4.343
H 1.524 -0.678 -4.089
H 0.435 -1.684 -3.120
C -1.849 -0.090 -3.521
H -0.337 0.762 -4.782
H -0.726 -0.924 -5.162
C -1.666 0.798 -2.281
H -2.654 0.316 -4.142
H -2.169 -1.087 -3.212
H -1.720 1.845 -2.617
H -2.544 0.670 -1.636
C -1.131 0.666 5.269
N -0.140 -0.097 4.497
C 0.992 -0.685 5.238
C -0.228 -0.186 3.207
N -0.334 -0.280 2.034
H -0.899 0.539 6.329
H -2.143 0.293 5.065
H -1.092 1.735 5.013
H 1.071 -1.759 5.026
H 1.938 -0.201 4.957
H 0.807 -0.538 6.304

Results
- net charge = -1
- multiplicity = 1
- energy (eV) = -59390.194
- F_max (eV/Å) = 4.2
- E_LUMO (eV) = 2.423
- HOMO level (eV) = -2.31

These are the Mulliken partial charges, in e, on atoms 1 to 4: number 1, Sc, carries 0.00; number 2, Cl, carries -0.58; number 3, Cl, carries -0.60; number 4, C, carries -1.22

The following is a quantum chemistry calculation of 2 unconnected molecules or ions with the total composition C6H9NS, from the OMol25 dataset.

Atoms and positions in Å:
C 0.088 -1.202 0.642
C -2.542 1.004 0.006
C -2.012 1.961 0.724
C 0.787 -0.723 -1.564
C 2.253 -0.029 0.549
C 1.058 -0.655 -0.043
N -0.841 -1.852 1.134
S -3.327 -0.035 -0.913
H -1.613 -1.309 1.476
H -2.526 2.885 0.831
H -1.171 1.687 1.283
H 0.848 0.309 -2.010
H -0.291 -1.176 -1.835
H 1.574 -1.281 -2.083
H 2.280 1.069 0.160
H 2.473 0.004 1.572
H 2.963 -0.656 0.071

Results
- net charge = 0
- multiplicity = 3
- energy (eV) = -18687.374
- F_max (eV/Å) = 3.6
- E_LUMO (spin up / spin down) (eV) = 0.747 / -2.632
- HOMO level (spin up / spin down) (eV) = -6.63 / -8.22

These are the Mulliken partial charges, in e, on atoms 1 to 4: number 1, C, carries 0.26; number 2, C, carries -0.15; number 3, C, carries -0.23; number 4, C, carries -1.01

The following is a quantum chemistry calculation of a gas-phase ion, C5H8N (charge +1), from the OMol25 dataset.

Atoms and positions in Å:
C 0.835 -0.096 -1.679
C 0.498 0.364 -0.319
C 0.947 0.788 0.815
C -0.415 0.568 1.533
C -0.932 -0.893 1.242
N -1.001 0.099 0.190
H -0.017 0.112 -2.304
H 1.026 -1.212 -1.475
H 1.715 0.459 -2.076
H 1.856 1.234 1.202
H -0.907 1.303 2.161
H -0.166 -1.584 0.924
H -1.939 -1.057 1.687
H -1.947 0.305 -0.284

Results
- net charge = +1
- multiplicity = 1
- energy (eV) = -6794.444
- F_max (eV/Å) = 2.8
- E_LUMO (eV) = -3.452
- HOMO level (eV) = -14.77

These are the Mulliken partial charges, in e, on atoms 1 to 4: number 1, C, carries -0.95; number 2, C, carries 0.01; number 3, C, carries -0.12; number 4, C, carries -0.09

The following is a quantum chemistry calculation of a single C19H22N2O3 molecule, from the OMol25 dataset.

Atoms and positions in Å:
C -6.860 -1.644 -0.864
O -5.748 -1.965 -0.067
C -4.739 -1.048 0.034
C -4.709 0.189 -0.598
C -3.633 1.037 -0.420
C -2.541 0.687 0.375
N -1.507 1.606 0.565
C -0.930 2.270 -0.586
C 0.242 1.456 -1.156
N 1.235 1.233 -0.123
C 2.437 1.828 -0.225
O 2.746 2.523 -1.177
C 3.440 1.605 0.915
O 3.581 0.274 1.357
C 4.136 -0.648 0.509
C 4.533 -0.391 -0.797
C 5.089 -1.410 -1.553
C 5.249 -2.678 -1.028
C 4.847 -2.933 0.274
C 4.294 -1.928 1.039
C 0.690 0.553 1.031
C -0.497 1.373 1.570
C -2.587 -0.558 1.010
C -3.664 -1.402 0.845
H -6.576 -1.487 -1.910
H -7.527 -2.502 -0.799
H -7.380 -0.754 -0.492
H -5.524 0.514 -1.226
H -3.660 2.004 -0.900
H -1.680 2.409 -1.362
H -0.564 3.253 -0.271
H 0.722 1.991 -1.975
H -0.123 0.486 -1.510
H 3.113 2.169 1.795
H 4.401 2.015 0.580
H 4.413 0.586 -1.237
H 5.397 -1.201 -2.567
H 5.684 -3.464 -1.626
H 4.966 -3.920 0.695
H 3.978 -2.106 2.055
H 1.445 0.423 1.802
H 0.343 -0.436 0.710
H -0.941 0.886 2.437
H -0.123 2.355 1.886
H -1.779 -0.888 1.643
H -3.689 -2.361 1.340

Results
- net charge = 0
- multiplicity = 1
- energy (eV) = -29182.238
- F_max (eV/Å) = 0.6
- E_LUMO (eV) = 0.714
- HOMO level (eV) = -7.42

These are the Mulliken partial charges, in e, on atoms 1 to 4: number 1, C, carries -0.84; number 2, O, carries -0.45; number 3, C, carries 0.74; number 4, C, carries -0.42

The following is a quantum chemistry calculation of 5 unconnected molecules or ions with the total composition C19H49FNO15P2S5, from the OMol25 dataset.

Atoms and positions in Å:
C -2.798 -3.637 3.048
O -3.424 -3.280 1.821
C -2.727 -3.684 0.670
C -2.994 -2.648 -0.415
C -2.171 -1.367 -0.203
P -0.533 -1.366 -0.973
C 0.762 -0.608 0.046
C 0.472 -0.616 1.535
F 0.304 -1.934 1.928
C 0.058 -3.034 -1.452
O -0.603 -3.440 -2.626
N -0.930 -4.905 -2.534
O -1.465 -5.240 -3.483
P -0.760 -0.199 -2.858
S -2.439 -0.464 -3.728
H -1.751 -3.313 3.060
H -3.339 -3.124 3.841
H -2.838 -4.712 3.235
H -1.653 -3.743 0.907
H -3.042 -4.680 0.335
H -4.045 -2.362 -0.340
H -2.862 -3.061 -1.416
H -2.691 -0.497 -0.618
H -2.028 -1.194 0.866
H 0.908 0.431 -0.263
H 1.693 -1.147 -0.152
H 1.318 -0.182 2.067
H -0.433 -0.063 1.787
H 1.142 -2.948 -1.601
H -0.120 -3.730 -0.626
H 0.450 -0.548 -3.483
H -0.447 1.057 -2.303
O 3.091 0.453 -5.486
S 2.597 0.101 -6.787
O 1.328 0.625 -7.189
O 2.589 -1.488 -6.904
C 2.022 -2.191 -5.770
C 0.513 -2.116 -5.735
C 3.797 0.429 -8.022
H 2.472 -1.768 -4.870
H 2.377 -3.213 -5.883
H 0.174 -1.082 -5.675
H 0.154 -2.650 -4.853
H 0.068 -2.551 -6.629
H 4.748 0.010 -7.708
H 3.857 1.512 -8.105
H 3.454 -0.007 -8.957
O 2.302 2.859 2.619
S 1.209 3.224 1.772
O 0.924 2.341 0.664
O 1.359 4.694 1.268
C 2.659 5.124 0.743
C 2.934 4.582 -0.638
C -0.264 3.439 2.706
H 3.429 4.841 1.460
H 2.571 6.207 0.725
H 3.060 3.500 -0.631
H 3.855 5.034 -1.007
H 2.123 4.845 -1.316
H -0.049 4.100 3.541
H -0.557 2.457 3.070
H -1.030 3.857 2.058
O 0.388 7.225 -1.487
S -0.002 8.603 -1.375
O 1.007 9.567 -1.061
O -1.198 8.703 -0.342
C -1.008 8.084 0.962
C -0.124 8.902 1.873
C -0.884 9.108 -2.806
H -0.619 7.077 0.802
H -2.023 8.011 1.348
H 0.900 8.952 1.506
H -0.121 8.440 2.862
H -0.504 9.918 1.968
H -1.652 8.372 -3.026
H -0.152 9.160 -3.610
H -1.312 10.089 -2.618
O -2.098 -5.761 5.353
S -1.305 -6.249 6.449
O -0.101 -5.545 6.767
O -1.006 -7.784 6.223
C -0.470 -8.191 4.932
C 0.996 -7.857 4.782
C -2.294 -6.415 7.890
H -1.083 -7.733 4.155
H -0.642 -9.264 4.923
H 1.165 -6.782 4.759
H 1.357 -8.292 3.848
H 1.572 -8.280 5.604
H -3.198 -6.961 7.635
H -2.528 -5.405 8.217
H -1.713 -6.936 8.646

Results
- net charge = +1
- multiplicity = 1
- energy (eV) = -128160.753
- F_max (eV/Å) = 0.3
- E_LUMO (eV) = -3.242
- HOMO level (eV) = -12.23

These are the Mulliken partial charges, in e, on atoms 1 to 4: number 1, C, carries -0.65; number 2, O, carries -0.44; number 3, C, carries -0.41; number 4, C, carries -0.94

The following is a quantum chemistry calculation of 2 unconnected molecules or ions with the total composition C9H17N3O2, from the OMol25 dataset.

Atoms and positions in Å:
C -1.912 -1.812 1.624
C -0.956 -2.676 0.801
C 0.076 -1.867 0.008
C -0.521 -0.767 -0.799
C -1.564 -0.726 -1.674
N -1.611 0.542 -2.213
C -0.641 1.285 -1.692
N 0.001 0.524 -0.809
N 1.088 0.808 0.003
C 2.344 1.015 -0.722
C 0.818 1.758 1.077
C 0.115 3.043 0.732
O 1.187 1.492 2.180
H -2.745 -1.444 1.023
H -2.311 -2.365 2.471
H -1.381 -0.939 2.011
H -1.517 -3.318 0.118
H -0.384 -3.304 1.481
H 0.887 -1.495 0.645
H 0.573 -2.523 -0.710
H -2.240 -1.508 -1.966
H -2.254 0.877 -2.909
H -0.425 2.311 -1.926
H 2.266 1.692 -1.581
H 3.079 1.358 0.000
H 2.697 0.024 -1.023
H 0.601 3.548 -0.104
H 0.081 3.676 1.611
H -0.913 2.836 0.426
O 3.031 -1.403 0.801
H 2.532 -0.643 1.112

Results
- net charge = 0
- multiplicity = 1
- energy (eV) = -18169.238
- F_max (eV/Å) = 1.1
- E_LUMO (eV) = -0.500
- HOMO level (eV) = -5.41

These are the Mulliken partial charges, in e, on atoms 1 to 4: number 1, C, carries -1.04; number 2, C, carries -0.64; number 3, C, carries -0.13; number 4, C, carries 0.09

The following is a quantum chemistry calculation of a molecular structure, C9H12Cl2IrN6O2S3, from the OMol25 dataset.

Atoms and positions in Å:
Ir 0.582 -0.078 -0.050
O -0.824 0.627 1.418
N -1.489 -0.287 2.118
C -2.617 0.100 2.748
C -3.351 -0.780 3.497
C -2.908 -2.096 3.625
C -1.759 -2.476 2.972
C -1.056 -1.557 2.193
S 0.352 -2.034 1.319
H -2.879 1.139 2.617
H -4.263 -0.447 3.967
H -3.465 -2.808 4.218
H -1.366 -3.482 3.029
C -3.252 1.582 -0.742
O -2.440 1.849 -1.898
C -1.520 0.990 -2.285
S -0.577 1.347 -3.597
S -1.328 -0.573 -1.524
H -3.890 2.453 -0.623
H -2.622 1.450 0.136
H -3.863 0.695 -0.897
N 3.454 2.383 -3.346
N 2.882 1.234 -2.932
N 2.806 0.173 -3.701
C 2.113 -0.668 -2.958
N 1.822 -0.113 -1.780
N 2.315 1.116 -1.779
H 4.046 2.255 -4.152
H 3.803 2.958 -2.596
H 1.830 -1.660 -3.257
Cl 2.757 0.504 1.345
C 3.902 -0.794 0.919
Cl 4.943 -0.354 -0.436
H 3.332 -1.675 0.648
H 4.529 -0.971 1.785

Results
- net charge = +1
- multiplicity = 1
- energy (eV) = -82942.505
- F_max (eV/Å) = 2.3
- E_LUMO (eV) = -4.894
- HOMO level (eV) = -10.66

These are the Mulliken partial charges, in e, on atoms 1 to 4: number 1, Ir, carries 0.73; number 2, O, carries -0.80; number 3, N, carries 0.51; number 4, C, carries -0.18

The following is a quantum chemistry calculation of a molecular structure, C47H62BrClIMoN2O4, from the OMol25 dataset.

Atoms and positions in Å:
Mo -0.797 0.351 -0.878
C -4.614 1.329 -1.152
N -3.911 0.143 -1.641
C -4.029 0.134 -3.093
C -4.428 -1.105 -1.059
C -3.352 -2.004 -0.389
N -2.357 -1.203 0.302
C -0.197 -2.710 -0.212
C 1.258 -2.218 -0.136
C 2.156 -2.871 0.695
C 3.485 -2.472 0.790
C 3.922 -1.488 -0.092
C 3.077 -0.790 -0.934
C 1.705 -1.098 -0.873
O 0.775 -0.339 -1.443
C 3.577 0.304 -1.869
C 5.102 0.323 -1.983
C 3.115 1.670 -1.344
C 3.004 0.062 -3.275
C 4.471 -3.014 1.813
C 3.806 -3.942 2.831
C 5.088 -1.838 2.586
C 5.592 -3.782 1.104
C -2.982 -0.596 1.490
C -2.098 0.357 2.244
C -1.731 0.077 3.546
C -0.833 0.883 4.234
C -0.458 2.074 3.625
C -0.830 2.423 2.331
C -1.571 1.486 1.593
O -1.628 1.453 0.245
C -0.403 3.744 1.698
C -1.604 4.347 0.957
C 0.101 4.765 2.724
C 0.737 3.482 0.708
C -0.221 0.377 5.528
C 0.680 1.411 6.210
C 0.634 -0.845 5.154
C -1.307 -0.043 6.523
H -5.667 1.340 -1.475
H -4.125 2.218 -1.554
H -4.575 1.391 -0.066
H -5.080 0.093 -3.419
H -3.499 -0.719 -3.493
H -3.589 1.048 -3.489
H -4.911 -1.713 -1.829
H -5.196 -0.871 -0.320
H -2.870 -2.630 -1.138
H -3.873 -2.679 0.312
H 0.421 -3.187 -2.184
H -0.210 -3.667 0.318
H 1.793 -3.697 1.284
H 4.968 -1.246 -0.095
H 5.575 0.566 -1.037
H 5.403 1.084 -2.700
H 5.476 -0.633 -2.334
H 3.621 1.915 -0.412
H 2.041 1.665 -1.154
H 3.330 2.452 -2.068
H 3.330 -0.907 -3.649
H 3.346 0.834 -3.962
H 1.913 0.079 -3.273
H 3.015 -3.430 3.373
H 4.548 -4.271 3.553
H 3.397 -4.826 2.350
H 4.316 -1.216 3.032
H 5.702 -1.213 1.945
H 5.722 -2.221 3.381
H 5.195 -4.653 0.590
H 6.324 -4.114 1.836
H 6.100 -3.158 0.375
H -3.298 -1.401 2.173
H -3.869 -0.054 1.158
H -2.134 -0.816 4.001
H 0.195 2.743 4.155
H -2.419 4.534 1.651
H -1.962 3.672 0.179
H -1.322 5.285 0.485
H -0.612 4.903 3.534
H 0.241 5.721 2.225
H 1.061 4.471 3.143
H 0.400 2.808 -0.086
H 1.587 3.023 1.209
H 1.060 4.416 0.254
H 1.554 1.639 5.604
H 1.029 1.006 7.158
H 0.135 2.329 6.416
H 1.375 -0.577 4.403
H 0.017 -1.641 4.746
H 1.148 -1.223 6.035
H -1.942 0.803 6.774
H -0.848 -0.413 7.437
H -1.932 -0.836 6.125
Cl -2.571 -6.483 -2.775
C -1.938 -4.879 -2.752
C -2.271 -4.006 -3.819
C -1.974 -2.671 -3.705
C -1.328 -2.115 -2.581
O -1.345 -0.844 -2.385
C -0.566 -3.082 -1.682
C -1.024 -1.725 0.695
O -0.283 -0.580 0.797
C -1.183 -4.455 -1.720
H -2.806 -4.383 -4.674
H -2.305 -1.996 -4.482
H -1.097 -2.203 1.699
H -0.931 -5.134 -0.921
Br -0.477 5.628 -4.157
C -1.329 4.370 -5.276
C -1.767 4.762 -6.533
C -2.401 3.849 -7.355
C -2.588 2.544 -6.933
C -2.141 2.149 -5.682
C -1.525 3.065 -4.855
I -0.788 2.425 -2.824
H -1.608 5.779 -6.856
H -2.738 4.157 -8.331
H -3.086 1.833 -7.573
H -2.266 1.130 -5.358

Results
- net charge = +1
- multiplicity = 3
- energy (eV) = -153429.495
- F_max (eV/Å) = 4.6
- E_LUMO (spin up / spin down) (eV) = -4.241 / -4.280
- HOMO level (spin up / spin down) (eV) = -9.71 / -10.26

These are the Mulliken partial charges, in e, on atoms 1 to 4: number 1, Mo, carries -0.12; number 2, C, carries -1.16; number 3, N, carries 1.09; number 4, C, carries -1.59